Record 1
C3H6N2O in the gas phase in a non-equilibrium geometry, computed with the ωB97M-V functional and the def2-TZVPD basis.

Results
E_tot in eV: -8231.29109
Total charge: 0
Orbital gap (alpha / beta) in eV: 7.96 / 7.96

The geometry in XYZ format:
```
12
Properties=species:S:1:pos:R:3:forces:R:3
C -2.283843 -0.006372 0.352961 -0.37 1.33 1.20
C -0.131733 1.555246 -0.530139 -0.66 0.22 2.10
C -0.580827 -1.726004 -0.179969 0.66 -0.86 4.78
N -0.276778 0.619597 0.614261 -0.15 1.36 0.39
N -1.120349 -0.460615 0.349621 0.93 -1.21 -1.91
O -3.214246 0.636227 0.602437 -0.51 -0.45 -0.45
H -0.756828 1.319095 -1.351207 -1.13 -0.05 -0.90
H -0.181245 2.636144 -0.243913 -0.64 -0.85 0.03
H 0.828745 1.470181 -0.885447 2.59 -0.33 -1.06
H -0.457311 -1.790952 -1.204214 -0.63 -0.28 -2.13
H 0.451686 -1.638793 0.216714 -0.39 -0.11 -0.21
H -1.006103 -2.598838 0.456789 0.29 1.22 -1.83
```
Positions in Å, forces in eV/Å.



Record 2
C3H2FNOS in the gas phase in a non-equilibrium geometry, computed with the ωB97M-V functional and the def2-TZVPD basis.

Results
E_tot in eV: -20232.73357
Total charge: 0
SMILES: Fc1c[nH]c(=S)o1
Orbital gap in eV: 8.86

The geometry in XYZ format:
```
9
Properties=species:S:1:pos:R:3:forces:R:3
F -2.145864 -1.355466 0.004421 -0.65 -0.26 0.11
C -1.068883 -0.640319 0.053071 0.84 1.47 -0.78
C -0.848265 0.704087 0.001641 -0.76 -2.29 0.32
N 0.524397 0.773914 0.018101 2.14 -0.15 -0.11
C 1.172584 -0.440124 0.015772 -3.17 0.44 -0.28
S 2.713432 -0.848297 0.011448 1.05 -0.21 0.03
O 0.082701 -1.358446 -0.020015 0.56 0.86 0.56
H -1.501056 1.554906 -0.027402 -0.04 -0.07 0.07
H 1.070952 1.609745 -0.057041 0.03 0.20 0.08
```
Positions in Å, forces in eV/Å.



Record 3
C4H9NO2 in the gas phase, computed with the ωB97M-V functional and the def2-TZVPD basis.

Results
E_tot in eV: -9878.80663
Total charge: 0
SMILES: C[C@@H](CO)NC=O
Orbital gap in eV: 10.93

The geometry in XYZ format:
```
16
Properties=species:S:1:pos:R:3:forces:R:3
C 1.906466 0.103641 0.412810 0.05 0.03 0.00
C 0.433133 -0.233957 0.222708 0.04 -0.05 0.10
C -0.483938 0.691100 1.034290 0.35 0.10 0.07
O -1.807276 0.214145 1.066086 -0.10 0.12 -0.16
N -0.050242 -0.109597 -1.167299 -0.21 0.27 -0.18
C -1.077993 -0.958173 -1.535144 -0.16 0.03 -0.17
O -2.171271 -0.580520 -1.911176 0.58 -0.22 -0.11
H 2.554928 -0.627502 -0.078051 -0.15 0.13 -0.04
H 2.145256 0.087165 1.483834 -0.05 0.02 -0.20
H 2.151860 1.099336 0.026901 -0.07 -0.13 0.02
H 0.264032 -1.277079 0.521626 -0.04 0.22 0.08
H -0.145471 0.821230 2.067678 -0.07 -0.20 -0.13
H -0.413043 1.682719 0.546955 -0.10 -0.10 0.27
H -2.173939 0.258767 0.169087 -0.07 -0.01 0.26
H -0.345284 0.852156 -1.364551 0.22 -0.31 0.02
H -0.787219 -2.023432 -1.495755 -0.22 0.09 0.18
```
Positions in Å, forces in eV/Å.



Record 4
A molecular structure, C42H30BrF9LuN6O6 in a non-equilibrium geometry, computed with the ωB97M-V functional and the def2-TZVPD basis.

Results
E_tot in eV: -193395.16939
Total charge: -1
Orbital gap in eV: 6.86

The geometry in XYZ format:
```
95
Properties=species:S:1:pos:R:3:forces:R:3
Lu 0.688381 1.060671 0.393843 -0.01 -0.15 -0.10
C -1.727519 4.191571 -2.290757 0.14 -0.21 0.39
C -1.129419 2.941671 -1.702057 0.04 0.71 0.79
N -0.618819 2.897971 -0.516957 0.33 -0.31 -0.60
N -0.586019 4.005971 0.257943 -0.39 0.87 0.51
C 0.371981 3.925871 1.177443 -0.50 0.10 -1.03
O 1.242381 3.012671 1.199843 0.20 0.21 0.33
C 0.462481 4.995871 2.203943 0.23 0.04 0.24
C 1.556681 4.946071 3.066643 -0.01 -0.05 -0.21
C 1.691881 5.860371 4.092843 -0.03 0.07 0.07
C 0.727081 6.840871 4.265843 0.03 0.04 0.06
C -0.361219 6.901171 3.406643 -0.06 0.10 0.08
C -0.496319 5.987171 2.376043 0.03 -0.11 -0.10
C -1.054419 1.707671 -2.477157 0.08 -0.70 -0.39
C -1.467519 1.636171 -3.815157 0.04 0.12 0.36
C -1.330219 0.446071 -4.504357 0.08 -0.29 0.10
C -0.798219 -0.654229 -3.849457 -0.15 0.19 -0.08
C -0.425019 -0.503629 -2.521057 0.14 -0.16 -0.11
N -0.532219 0.634271 -1.857257 0.28 0.32 -0.20
H -1.626919 4.979671 -1.546457 -0.07 0.02 -0.13
H -2.782219 4.029771 -2.511357 -0.09 0.04 -0.09
H -1.217719 4.489571 -3.206957 0.02 -0.02 -0.06
H 2.287481 4.169171 2.908143 0.05 -0.04 0.02
H 2.536581 5.793371 4.766943 0.01 0.04 -0.02
H 0.823081 7.555671 5.073043 -0.03 0.03 0.02
H -1.117919 7.658971 3.558143 -0.04 0.06 -0.04
H -1.337119 6.024671 1.701243 -0.11 -0.02 -0.04
H -1.891419 2.494671 -4.312357 -0.01 0.13 0.06
H -1.656619 0.367671 -5.532857 0.04 0.03 -0.06
H -0.682519 -1.604629 -4.348357 0.01 -0.07 0.02
H -0.010419 -1.337629 -1.966057 0.03 0.05 0.00
C 5.104281 -4.183229 0.002943 -0.09 -0.13 0.22
O 5.382381 -3.474129 -1.184257 -0.10 0.41 -0.31
C 4.614481 -2.378229 -1.451257 -0.02 0.12 -0.13
C 5.102281 -1.519729 -2.460657 0.25 -0.09 -0.07
C 4.466881 -0.338629 -2.711357 -0.05 -0.09 0.14
C 3.316981 0.062671 -1.997657 -0.37 -0.38 0.58
C 2.772581 1.380971 -2.124457 -0.12 0.32 -0.14
C 3.268881 2.300071 -3.234457 -0.36 -0.07 0.36
O 1.909681 1.843271 -1.356657 0.52 0.12 -0.43
C 2.742081 -0.859029 -1.042457 0.62 -0.12 -0.52
O 1.643881 -0.663929 -0.426357 -0.06 -0.40 -0.19
C 3.443381 -2.075929 -0.813457 -0.16 -0.18 0.25
H 5.952981 -4.849229 0.162443 -0.12 0.02 -0.02
H 4.186281 -4.773429 -0.088357 0.06 0.03 0.02
H 5.008181 -3.502229 0.854543 0.00 -0.05 -0.05
H 6.002581 -1.807729 -2.978157 0.13 0.03 -0.10
H 4.885081 0.325371 -3.454057 0.03 0.05 -0.05
H 4.287981 2.615371 -3.024757 0.14 0.01 -0.04
H 2.626981 3.179671 -3.252157 0.04 -0.04 0.01
H 3.236681 1.800871 -4.199557 0.07 -0.04 -0.08
H 3.005481 -2.732829 -0.080357 0.01 -0.05 0.11
Br -2.064119 -6.302829 -3.881957 -0.03 0.09 0.10
C -2.971419 -5.683529 -2.321557 0.04 -0.11 -0.25
C -4.347419 -5.830029 -2.247357 0.27 -0.01 -0.23
C -5.001319 -5.422729 -1.106957 0.09 0.32 0.47
C -4.294119 -4.841129 -0.044857 0.93 -0.17 -1.22
C -2.899519 -4.702829 -0.150357 -0.48 -0.01 0.19
C -2.243119 -5.125029 -1.284257 0.05 -0.06 -0.19
N -4.965819 -4.627429 1.134543 -1.09 -0.35 1.07
N -4.799419 -3.677929 1.927543 -0.68 -0.70 0.43
C -4.124619 -2.532829 1.643543 0.97 1.15 -0.03
C -3.433419 -1.989329 2.733043 -0.43 -0.52 -0.57
C -2.484819 -1.010729 2.582643 0.55 0.68 -0.31
C -2.184819 -0.438529 1.319643 -0.32 -0.48 0.52
O -1.224519 0.375771 1.148343 -0.02 0.06 -0.16
C -3.071019 -0.821329 0.220843 -0.23 -0.42 0.24
N -2.965119 -0.135629 -0.922257 -0.09 0.31 -0.12
C -3.762119 -0.419129 -1.919757 0.05 0.12 0.00
C -4.784819 -1.367929 -1.842657 -0.12 -0.24 0.30
C -4.925819 -2.077129 -0.677257 -0.03 0.09 -0.28
C -4.024419 -1.863729 0.380743 0.02 0.17 0.32
H -4.894019 -6.264329 -3.072157 0.00 -0.03 -0.02
H -6.072219 -5.537329 -1.012757 -0.05 -0.05 0.04
H -2.340619 -4.282029 0.674243 0.02 0.05 0.01
H -1.172919 -5.010129 -1.358657 0.10 -0.05 -0.05
H -3.600019 -2.458729 3.691943 -0.01 0.00 0.12
H -1.908919 -0.687929 3.438643 0.09 0.09 -0.03
H -3.607419 0.152571 -2.825057 -0.05 0.08 -0.14
H -5.460519 -1.515329 -2.670357 -0.08 -0.02 -0.11
H -5.746919 -2.771529 -0.557557 0.07 -0.04 -0.01
F 0.879781 0.449471 4.913543 0.02 -0.11 0.06
C 1.394481 1.092771 3.852943 -0.35 0.03 0.01
F 0.334481 1.430671 3.082343 0.19 -0.13 0.25
F 1.919781 2.222571 4.322043 0.22 0.20 -0.06
C 2.423181 0.261371 2.981743 -0.15 -0.38 1.06
O 2.520381 0.721571 1.764643 -0.24 0.27 -0.69
C 3.786881 0.271971 3.753843 0.08 0.04 0.10
F 3.639481 0.094371 5.082043 -0.21 -0.03 0.18
F 4.610681 -0.697329 3.343543 0.10 -0.23 -0.27
F 4.435981 1.421571 3.590543 -0.03 0.28 -0.17
C 1.878981 -1.205029 2.951943 -0.09 -0.21 0.08
F 2.648581 -2.007929 2.223343 0.19 -0.07 -0.32
F 0.662181 -1.182029 2.365543 0.09 -0.12 0.16
F 1.742281 -1.810429 4.142543 -0.03 0.00 0.14
```
Positions in Å, forces in eV/Å.



Record 5
A molecular structure, C46H42N4OP2STi in a non-equilibrium geometry, computed with the ωB97M-V functional and the def2-TZVPD basis.

Results
Spin multiplicity: 3
E_tot in eV: -108919.95186
Total charge: 0
<S²>: 2.017
Orbital gap (alpha / beta) in eV: 6.03 / 7.83

The geometry in XYZ format:
```
97
Properties=species:S:1:pos:R:3:forces:R:3
Ti 14.047003 13.482470 11.289674 -0.18 0.00 0.52
N 15.945435 11.090077 14.091937 -0.86 0.18 0.08
C 15.249951 12.166729 13.581767 -1.03 0.01 -0.19
S 16.077449 13.236071 12.445249 0.98 -0.37 0.52
N 13.966590 12.305619 13.883757 0.86 -0.09 0.71
N 13.435774 13.407553 13.246456 -0.20 0.13 -1.24
C 12.719298 14.393799 13.753970 0.51 0.58 -0.09
C 12.800825 15.610992 12.968897 -0.30 -1.65 -1.02
C 12.207905 16.821043 13.308630 -0.14 0.45 -0.05
C 12.493020 17.960250 12.595504 0.06 -0.23 -0.26
C 13.318647 17.882676 11.457741 0.59 -0.96 0.06
C 13.784757 16.616279 11.081671 -0.32 0.83 0.87
N 13.489438 15.476695 11.754016 0.26 1.14 0.87
H 16.934923 11.095867 14.029109 0.62 0.24 -0.29
H 15.603608 10.693707 14.951359 -0.29 0.02 0.01
H 12.260197 14.361442 14.738454 0.12 0.04 0.01
H 11.507066 16.850118 14.126793 0.10 0.06 0.34
H 12.100047 18.898987 12.940114 -0.17 0.30 -0.05
H 13.695641 18.757075 10.926576 -0.31 -0.23 0.14
H 14.509961 16.576482 10.274597 -0.37 -0.38 -0.10
C 17.157697 11.186565 9.429257 0.81 -1.27 0.45
C 16.614752 9.825581 9.884324 0.31 0.78 0.39
C 17.571914 8.826625 10.067617 0.65 -0.10 -0.85
C 17.248591 7.506213 10.328904 -1.05 0.53 0.66
C 15.883017 7.208468 10.512139 0.32 0.75 -0.54
C 14.910118 8.202956 10.380461 0.55 0.81 -0.03
C 15.265458 9.573085 10.167183 0.32 -1.10 -0.27
P 14.102335 11.005331 10.201473 -0.93 -0.25 -0.61
C 12.485889 10.089587 10.318416 -0.66 -0.08 -0.18
C 12.269050 9.486014 11.570885 -0.51 -0.58 -0.51
C 11.294448 8.505675 11.760831 -0.72 0.57 -1.24
C 10.347351 8.223073 10.745974 1.75 0.78 0.12
C 10.485409 8.906474 9.545931 -0.12 0.45 -0.31
C 11.523806 9.852360 9.305260 0.04 -0.23 0.54
C 11.443303 10.590953 7.988666 0.18 0.04 -0.09
C 14.304058 11.645064 8.496740 -0.38 0.18 -1.06
C 14.476664 10.749414 7.434364 0.46 -0.14 0.05
C 14.852702 11.195773 6.170331 -0.17 -1.79 -0.26
C 14.972840 12.535905 5.907249 0.19 1.12 -0.39
C 14.746783 13.450291 6.928116 -0.43 -0.72 0.07
C 14.362899 13.035368 8.211072 0.32 -0.35 0.04
C 14.082993 14.082678 9.228308 -0.62 -0.32 0.60
H 18.173110 11.267109 9.887377 -0.75 0.31 -0.44
H 16.529129 11.977897 9.789665 -0.03 0.58 0.00
H 17.259428 11.209589 8.327562 -0.19 0.12 0.51
H 18.617497 9.132414 9.883434 -0.55 -0.39 0.19
H 18.021381 6.761942 10.454154 -0.04 -0.09 -0.03
H 15.553218 6.211374 10.727650 -0.02 -0.40 -0.04
H 13.871118 7.902784 10.382202 -0.02 0.12 0.38
H 12.868938 9.770340 12.411165 0.56 0.00 0.31
H 11.235324 7.973429 12.675811 -0.06 -0.19 0.86
H 9.565475 7.501872 10.883382 -0.19 -0.23 0.10
H 9.735491 8.731849 8.745248 0.61 0.22 0.55
H 10.400592 10.483755 7.716274 -0.20 0.45 -0.43
H 12.031346 10.098896 7.208268 -0.05 0.07 0.08
H 11.756496 11.658581 7.999284 -0.35 -0.80 0.23
H 14.348932 9.670207 7.592926 0.23 0.45 0.04
H 15.054082 10.423269 5.398417 -0.25 0.74 0.44
H 15.206496 12.899093 4.897176 0.06 -0.24 0.48
H 14.792020 14.513009 6.768389 0.09 0.22 -0.23
H 13.094929 14.572493 9.093490 0.48 -0.15 -0.13
H 14.871085 14.831705 9.233453 0.06 0.33 -0.30
O 10.937322 14.528604 10.594220 -1.41 -0.15 -0.36
P 9.428901 14.463501 10.512599 1.03 0.16 0.65
C 8.705676 13.124901 11.467933 -0.48 -1.00 0.32
C 8.942007 13.125061 12.853240 0.36 0.00 -0.69
C 8.451555 12.129993 13.663042 -0.53 -0.39 1.00
C 7.673249 11.095609 13.131392 0.25 0.61 -0.24
C 7.455810 11.045116 11.760159 0.29 0.02 0.11
C 7.961253 12.062268 10.937000 -0.06 -0.12 0.55
C 8.755181 14.321734 8.869270 -0.47 0.23 -1.00
C 7.360675 14.356752 8.594657 0.89 -0.24 1.75
C 6.873133 14.179830 7.343040 -0.26 0.26 -1.65
C 7.746864 14.011530 6.257660 0.19 0.07 0.50
C 9.102826 14.047056 6.519234 0.58 -0.42 -1.26
C 9.626038 14.229567 7.792507 -0.40 -0.15 -0.01
C 8.637948 15.936518 11.203514 0.46 0.50 0.56
C 9.255642 17.160326 10.951441 -0.15 0.02 -0.92
C 8.758554 18.369886 11.438292 0.12 -0.27 0.18
C 7.748085 18.359380 12.380817 -0.38 -1.48 0.71
C 7.200628 17.098653 12.743726 0.06 0.88 -0.23
C 7.588992 15.928045 12.113860 -0.76 -0.71 0.44
H 9.559889 13.908449 13.247813 0.18 0.29 0.34
H 8.606213 12.149254 14.760481 0.05 0.10 -0.86
H 7.223690 10.391955 13.812058 0.04 -0.34 -0.06
H 6.942478 10.185170 11.324610 -0.03 0.42 0.06
H 7.713694 11.999649 9.895719 0.18 0.13 -0.46
H 6.670467 14.472347 9.429557 0.09 0.06 -0.13
H 5.815347 14.256421 7.142984 -0.18 -0.16 0.15
H 7.401266 13.881776 5.231938 -0.07 -0.01 0.37
H 9.799821 13.863423 5.684540 -0.33 0.33 0.46
H 10.696707 14.298966 7.896757 0.16 -0.14 0.35
H 10.097961 17.134205 10.268845 0.12 0.28 0.08
H 9.177198 19.314158 11.130215 0.28 0.04 -0.07
H 7.436773 19.256293 12.913193 -0.03 -0.13 -0.32
H 6.456565 17.002238 13.523355 -0.11 0.30 -0.03
H 7.046917 14.994874 12.392980 0.66 0.75 -0.30
```
Positions in Å, forces in eV/Å.